This record from OMol25 describes a molecular structure, C44H48BaFN10O3S in a non-equilibrium geometry. The level of theory is ωB97M-V/def2-TZVPD.

Positions of all 108 atoms, in Å:
Ba: 1.14032 0.42314 -0.46985
C: -0.00702 0.66989 4.27988
C: 0.48140 0.99903 2.90221
N: 1.34676 0.29471 2.25863
N: 1.94682 -0.72457 2.94655
C: 2.51408 -1.69400 2.22825
N: 3.39645 -2.39951 2.99055
S: 2.22623 -2.27878 0.63066
C: -0.04562 2.27019 2.27236
C: -0.37788 3.34151 3.10679
C: -0.85192 4.51472 2.54810
C: -1.02297 4.59201 1.17429
C: -0.68138 3.48786 0.41015
N: -0.18671 2.37872 0.94748
H: 0.10058 -0.39809 4.45398
H: -1.04872 0.96828 4.39956
H: 0.58079 1.17591 5.05146
H: 3.68475 -1.99492 3.86372
H: 3.91306 -3.15210 2.57690
H: -0.25344 3.25498 4.17642
H: -1.09496 5.35816 3.18134
H: -1.43008 5.47680 0.70415
H: -0.82744 3.47398 -0.66523
C: 5.37317 3.02252 -2.58394
C: 5.97093 1.73052 -2.03760
C: 6.33881 1.90811 -0.56354
C: 5.08401 0.51457 -2.25589
C: 5.41875 -0.70865 -1.66452
C: 4.65960 -1.84284 -1.87157
C: 3.52273 -1.81623 -2.68172
C: 2.70328 -3.05626 -2.89305
C: 3.18506 -0.60935 -3.27205
C: 3.95379 0.53524 -3.06177
H: 6.04441 3.85872 -2.38245
H: 4.41499 3.24211 -2.10790
H: 5.21733 2.98193 -3.66227
H: 6.89803 1.54461 -2.59368
H: 5.43881 1.97284 0.05030
H: 6.90860 2.82814 -0.42421
H: 6.94441 1.08709 -0.18413
H: 6.29362 -0.77847 -1.03158
H: 4.93587 -2.76731 -1.37957
H: 2.49863 -3.54906 -1.94095
H: 3.23136 -3.77173 -3.52736
H: 1.75180 -2.82191 -3.37103
H: 2.30549 -0.54794 -3.90321
H: 3.65186 1.45153 -3.55218
C: -5.30549 -3.14604 -3.60684
C: -5.49833 -2.11117 -2.50999
N: -4.27668 -1.87163 -1.74442
C: -3.42451 -0.89356 -2.17341
C: -2.24053 -0.58910 -1.59800
C: -1.32435 0.47948 -2.17763
O: -1.71482 1.64135 -2.25803
O: -0.15477 0.04897 -2.42640
C: -1.87963 -1.25224 -0.36856
O: -0.92193 -0.93761 0.34346
C: -2.74816 -2.36505 0.03309
C: -2.35230 -3.15118 1.11578
C: -3.12293 -4.21583 1.48512
F: -2.76256 -4.95017 2.56219
C: -4.28464 -4.56563 0.78238
C: -4.67530 -3.78592 -0.28941
C: -3.92233 -2.66310 -0.67285
N: -5.08497 -5.70365 1.10908
C: -4.45406 -6.88440 1.68219
C: -5.47332 -8.03992 1.61803
N: -6.55626 -7.64002 0.66213
C: -7.36575 -6.50572 1.22752
C: -6.37051 -5.44724 1.74024
H: -6.24229 -3.32062 -4.13605
H: -4.95452 -4.09595 -3.20170
H: -4.56721 -2.80511 -4.33205
H: -6.28908 -2.39697 -1.81549
H: -5.80121 -1.15269 -2.93065
H: -3.76263 -0.34941 -3.04663
H: -1.43929 -2.90063 1.64152
H: -5.54668 -4.09041 -0.85150
H: -4.15111 -6.75624 2.72364
H: -3.56514 -7.12454 1.10030
H: -5.96400 -8.21863 2.57319
H: -5.03387 -8.97114 1.26856
H: -7.15026 -8.42714 0.40562
H: -6.09600 -7.28107 -0.17934
H: -7.99269 -6.91932 2.01485
H: -7.99750 -6.13828 0.42073
H: -6.29797 -5.48811 2.83480
H: -6.72252 -4.45472 1.47141
N: 2.82358 11.68652 -0.64243
C: 2.85270 10.55653 -0.44033
C: 2.88648 9.14716 -0.18472
C: 3.92553 8.59708 0.56078
C: 3.95712 7.23489 0.79605
C: 2.94159 6.42689 0.29928
C: 1.89533 6.97240 -0.43572
C: 1.87411 8.33223 -0.68644
N: 2.97410 5.03407 0.54241
C: 3.44545 4.39788 1.67303
C: 3.27568 3.06774 1.44978
N: 2.71511 2.86608 0.21191
C: 2.54409 4.05645 -0.29840
H: 4.71081 9.23428 0.94162
H: 4.77915 6.79871 1.34567
H: 1.09329 6.34156 -0.79280
H: 1.06751 8.76997 -1.25724
H: 3.81937 4.94437 2.51934
H: 3.51402 2.24405 2.10176
H: 2.14463 4.28544 -1.27291

Computed properties:
Charge   +1
LUMO energy   -3.150 eV
E   -3002.22638 hartree
Largest force on an atom   1.960 eV Å⁻¹
Gap between HOMO and LUMO   5.3 eV

Here are the Löwdin charges for atoms 1 to 2, given in e: number 1, Ba, carries 1.82; number 2, C, carries -0.04

***

This record from OMol25 describes a molecular structure, C44H48GeN6PdSi. The level of theory is ωB97M-V/def2-TZVPD.

Positions of all 101 atoms, in Å:
Pd: -0.19900 -0.15636 0.48815
C: 4.02863 -0.01489 -1.24145
C: 2.71589 -0.42517 -1.38034
N: 1.69454 0.38383 -1.10530
C: 1.98847 1.62778 -0.71956
C: 3.32211 2.01466 -0.55368
N: 4.34060 1.20851 -0.81226
C: 0.85330 2.54861 -0.46572
C: 0.98770 3.89803 -0.61857
C: -0.14514 4.75994 -0.47871
C: -1.38000 4.08362 -0.33262
C: -1.43236 2.72207 -0.19607
N: -0.32166 1.94026 -0.14099
C: -2.69745 1.96625 -0.11280
C: -3.94322 2.54694 0.19593
N: -5.05994 1.84620 0.25931
C: -4.95948 0.52852 0.04037
C: -3.73879 -0.05970 -0.21801
N: -2.61771 0.65138 -0.29803
C: -0.04509 6.20005 -0.55190
C: -1.16386 7.05401 -0.50189
C: -1.00292 8.42196 -0.57481
N: 0.17278 9.05069 -0.69238
C: 1.23771 8.24411 -0.73840
C: 1.18934 6.86583 -0.67418
H: 4.84547 -0.69193 -1.46285
H: 2.47279 -1.42874 -1.70615
H: 3.55891 3.00046 -0.17327
H: 1.94553 4.29406 -0.92226
H: -2.30268 4.64055 -0.37495
H: -4.02412 3.59845 0.43622
H: -5.86878 -0.05852 0.08756
H: -3.64718 -1.13530 -0.35049
H: -2.16659 6.66038 -0.40759
H: -1.87990 9.06080 -0.53678
H: 2.20145 8.73555 -0.83151
H: 2.11927 6.31630 -0.71137
C: 1.48981 -3.60924 1.48174
Ge: 0.16247 -2.49125 0.53301
C: -1.53986 -3.51540 0.73118
C: -1.59733 -4.89673 0.53094
C: -2.78931 -5.59982 0.66591
C: -3.95947 -4.92761 0.99800
C: -3.92842 -3.55243 1.18808
C: -2.72947 -2.86099 1.05484
C: 0.53432 -3.00996 -1.38028
C: 1.55271 -3.86679 -1.71532
C: 1.72687 -4.35526 -3.03909
C: 0.86344 -3.98075 -4.02596
C: -0.19705 -3.08042 -3.73829
C: -1.09239 -2.64770 -4.75125
C: -2.08492 -1.74961 -4.47376
C: -2.22799 -1.24149 -3.16042
C: -1.38744 -1.65750 -2.16957
C: -0.34747 -2.59195 -2.42142
H: 1.43959 -4.62239 1.08068
H: 1.26614 -3.66491 2.54099
H: 2.50836 -3.23269 1.36261
H: -0.69833 -5.43675 0.24728
H: -2.80803 -6.67156 0.50592
H: -4.88938 -5.47322 1.10405
H: -4.83685 -3.01713 1.44150
H: -2.70691 -1.78461 1.19899
H: 2.25806 -4.19062 -0.96232
H: 2.54500 -5.03225 -3.25612
H: 0.97278 -4.35700 -5.03728
H: -0.96404 -3.03617 -5.75562
H: -2.75890 -1.42179 -5.25547
H: -2.99875 -0.51157 -2.93966
H: -1.50868 -1.25004 -1.16310
C: -0.41407 -1.72186 3.78839
Si: -0.18002 -0.11432 2.82462
C: 1.59964 0.46062 3.34714
C: 2.62773 -0.37219 2.56569
C: 1.88824 0.21537 4.83666
C: 1.84769 1.94340 3.04587
C: -1.58964 1.00701 3.53316
C: -1.59880 1.07406 5.06730
C: -2.91208 0.37014 3.08351
C: -1.55795 2.45068 3.02461
H: -0.55118 -1.54271 4.85633
H: 0.47362 -2.33765 3.68435
H: -1.26644 -2.30460 3.42877
H: 2.61066 -1.42101 2.87407
H: 3.63651 0.01543 2.75964
H: 2.45360 -0.34862 1.48676
H: 1.73080 -0.82641 5.12124
H: 1.28357 0.83663 5.49462
H: 2.94004 0.45555 5.04453
H: 1.57090 2.22061 2.02446
H: 2.91207 2.17906 3.18016
H: 1.28752 2.59128 3.72084
H: -1.67123 0.09445 5.53986
H: -2.47384 1.65553 5.38749
H: -0.71997 1.58111 5.46353
H: -3.03139 -0.64519 3.47144
H: -2.98720 0.32359 1.99357
H: -3.75490 0.97024 3.45184
H: -0.72204 3.01499 3.43576
H: -2.47950 2.96876 3.32474
H: -1.48324 2.50835 1.94255

Computed properties:
Spin multiplicity   2
Charge   -1
LUMO energy (spin up / spin down)   2.305 / 2.110 eV
<S²>   0.78
E   -4528.42057 hartree
Largest force on an atom   0.440 eV Å⁻¹
Gap between HOMO and LUMO (spin up / spin down)   5.1 / 7.1 eV

Here are the Löwdin charges for atoms 1 to 2, given in e: number 1, Pd, carries 0.46; number 2, C, carries -0.13

***

This record from OMol25 describes a molecular structure, C44H48O7PW in a non-equilibrium geometry. The level of theory is ωB97M-V/def2-TZVPD.

Positions of all 101 atoms, in Å:
W: -0.62094 0.29527 -0.37883
C: 3.02549 1.59158 4.65777
C: 2.73284 0.18621 4.18400
C: 3.29685 -0.89696 5.06552
O: 1.31738 -0.03191 4.05948
C: 0.95076 0.35571 2.75818
C: 2.16038 -0.22195 1.97458
O: 3.22813 0.04560 2.83281
C: 2.49540 0.36285 0.58494
O: 1.08505 0.14915 -0.03603
C: 2.77736 1.84142 0.56984
C: 4.11428 2.22651 0.46971
C: 4.47114 3.56149 0.58665
C: 3.50099 4.52959 0.79085
C: 2.16775 4.15662 0.88460
C: 1.80604 2.82168 0.77869
C: 3.42085 -0.48331 -0.24146
C: 3.46621 -0.26637 -1.61829
C: 4.33019 -1.00330 -2.40869
C: 5.16982 -1.94471 -1.82515
C: 5.13808 -2.14976 -0.45479
C: 4.26047 -1.42572 0.34243
C: -0.50681 -0.16157 2.55753
O: -1.04075 0.69123 1.32015
C: -0.57307 -1.55806 1.97734
C: -1.27473 -1.76009 0.75869
C: -1.23956 -3.03320 0.13465
C: -0.51767 -4.05473 0.69991
C: 0.12948 -3.84140 1.92075
C: 0.10752 -2.60850 2.56338
C: -1.42802 0.12010 3.68981
C: -2.50720 -0.72957 3.93105
C: -3.39980 -0.45169 4.95422
C: -3.22595 0.68255 5.73233
C: -2.15810 1.54044 5.49127
C: -1.25973 1.26112 4.47894
H: 2.60062 1.75013 5.64792
H: 2.61865 2.32751 3.96137
H: 4.10221 1.74455 4.71446
H: 2.84915 -0.84203 6.05695
H: 4.37367 -0.77474 5.16581
H: 3.08984 -1.87613 4.63345
H: 0.92281 1.44508 2.65640
H: 2.03244 -1.29942 1.83195
H: 4.88079 1.48069 0.31246
H: 5.51305 3.84302 0.51757
H: 3.78279 5.56977 0.88338
H: 1.41007 4.90917 1.06509
H: 0.76022 2.56519 0.89157
H: 2.83733 0.49216 -2.06995
H: 4.36571 -0.83206 -3.47622
H: 5.85803 -2.50924 -2.43967
H: 5.80308 -2.86950 0.00276
H: 4.26445 -1.57590 1.41433
H: -2.22550 -1.22693 0.66108
H: -1.82278 -3.20465 -0.76165
H: -0.48125 -5.03181 0.23875
H: 0.66820 -4.66224 2.37827
H: 0.62410 -2.46283 3.50341
H: -2.65311 -1.62652 3.34094
H: -4.22528 -1.12268 5.14806
H: -3.91899 0.89781 6.53457
H: -2.02215 2.41999 6.10553
H: -0.42028 1.92520 4.32101
C: -4.18083 -3.47785 -6.75114
C: -3.54863 -2.80171 -5.58336
C: -2.18477 -2.94584 -5.33545
C: -1.55021 -2.33389 -4.27599
C: -0.07012 -2.60505 -4.18053
C: -2.33885 -1.50356 -3.40277
C: -3.74837 -1.33332 -3.65623
C: -4.70474 -0.53164 -2.81258
C: -4.30233 -1.99387 -4.72820
C: -1.75344 -0.87971 -2.27986
O: -2.36081 -0.08129 -1.42813
O: -0.49659 -1.00560 -1.89905
H: -3.79196 -4.48768 -6.87803
H: -3.93639 -2.92351 -7.66174
H: -5.26368 -3.51721 -6.66074
H: -1.59868 -3.57246 -5.99699
H: 0.43372 -2.09608 -5.00562
H: 0.09614 -3.67187 -4.32937
H: 0.40815 -2.30987 -3.25928
H: -4.30418 0.40330 -2.43998
H: -5.02035 -1.11765 -1.94491
H: -5.59631 -0.31707 -3.39693
H: -5.36231 -1.88218 -4.91791
C: -2.11320 2.71816 -3.55138
P: -1.60260 3.08907 -1.88709
C: -3.00692 3.18786 -0.79321
C: -0.61818 4.56659 -1.80500
O: -0.64420 1.90306 -1.39888
H: -2.69361 3.56181 -3.93350
H: -2.73510 1.82244 -3.56290
H: -1.24188 2.57526 -4.19141
H: -3.56073 4.09839 -1.03736
H: -2.67643 3.26185 0.24479
H: -3.66158 2.32654 -0.91788
H: -1.15610 5.38212 -2.29419
H: 0.33512 4.40915 -2.31009
H: -0.43707 4.83337 -0.76356

Computed properties:
Charge   +3
LUMO energy   -10.050 eV
E   -2639.78266 hartree
Largest force on an atom   1.034 eV Å⁻¹
Gap between HOMO and LUMO   6.0 eV

Here are the Löwdin charges for atoms 1 to 2, given in e: number 1, W, carries 1.99; number 2, C, carries 0.04

***

This record from OMol25 describes a molecular structure, C44H49F2N5V in a non-equilibrium geometry. The level of theory is ωB97M-V/def2-TZVPD.

Positions of all 101 atoms, in Å:
V: 0.71126 -0.13718 -0.48078
C: 0.20770 -2.73569 1.35306
C: 0.53245 -3.98922 0.56680
C: -0.41969 -5.09607 1.04978
C: 0.51543 -3.93152 -0.96812
C: 0.95931 -5.11306 -1.56239
C: 0.88377 -5.33369 -2.91877
C: 0.37180 -4.33829 -3.73076
C: -0.00247 -3.10529 -3.21527
C: -0.44270 -2.05961 -4.23759
C: -1.83649 -2.38543 -4.79686
C: 0.58460 -1.96947 -5.37672
C: 0.06698 -2.90650 -1.81686
N: -0.33551 -1.58094 -1.28959
C: -1.60142 -1.33697 -1.23149
C: -2.20812 -0.06051 -0.94203
C: -3.58678 -0.09640 -0.62264
C: -4.28924 1.03255 -0.33298
C: -3.61637 2.27481 -0.37078
C: -2.29928 2.36035 -0.72208
C: -1.53855 1.20214 -1.02664
N: -0.20050 1.29420 -1.36057
C: 0.25529 2.51125 -2.02270
C: -0.37443 2.94107 -3.20605
C: 0.02992 4.14110 -3.78420
C: 1.05306 4.89969 -3.24609
C: 1.69397 4.44495 -2.10608
C: 1.31198 3.26297 -1.47959
C: 2.00628 2.88072 -0.18120
C: 3.50289 3.19419 -0.17325
C: 1.29486 3.52019 1.00951
C: -1.45429 2.15586 -3.94197
C: -0.99750 1.85644 -5.37262
C: -2.79974 2.89256 -3.97857
H: 0.34696 -2.92952 2.41584
H: -0.82657 -2.42773 1.20771
H: 0.84346 -1.88699 1.12510
H: 1.54984 -4.27696 0.83662
H: -1.45119 -4.84791 0.77370
H: -0.37139 -5.18441 2.13985
H: -0.18638 -6.07178 0.62131
H: 1.36284 -5.88855 -0.91931
H: 1.22372 -6.27346 -3.34363
H: 0.29882 -4.50938 -4.80046
H: -0.49746 -1.08267 -3.76610
H: -1.81506 -3.32087 -5.36913
H: -2.17922 -1.58749 -5.46840
H: -2.57912 -2.50434 -3.99699
H: 0.73215 -2.94497 -5.85229
H: 1.55421 -1.62302 -5.00873
H: 0.23711 -1.28408 -6.14784
H: -2.28514 -2.17119 -1.38194
H: -4.08286 -1.06427 -0.60131
H: -5.33957 0.97708 -0.08100
H: -4.15241 3.18272 -0.11418
H: -1.79974 3.31893 -0.75421
H: -0.46174 4.47881 -4.69448
H: 1.35573 5.83033 -3.71520
H: 2.50196 5.03043 -1.67727
H: 1.90619 1.81717 -0.04254
H: 3.69043 4.26387 -0.04106
H: 3.98945 2.87754 -1.10083
H: 3.98401 2.67782 0.66255
H: 1.32894 4.61218 0.91858
H: 1.77131 3.23111 1.95322
H: 0.24397 3.21077 1.05710
H: -1.60485 1.20265 -3.44229
H: -0.98112 2.77052 -5.97595
H: -1.68870 1.15530 -5.85451
H: 0.00523 1.42626 -5.38641
H: -2.70977 3.82257 -4.55105
H: -3.15840 3.14601 -2.97748
H: -3.56101 2.27255 -4.46621
F: 2.33026 -0.75133 -2.74248
C: 2.50156 -0.41618 -1.37490
F: 2.95261 -1.62071 -0.72511
H: 3.35149 0.25668 -1.35328
N: -0.46772 0.15836 6.41777
C: -0.14049 0.03084 7.75962
C: -0.90695 -0.00678 8.91927
C: -0.22358 -0.14887 10.11998
C: 1.17503 -0.24861 10.14781
C: 1.92432 -0.20970 8.97936
C: 1.25367 -0.06839 7.76467
N: 1.75924 -0.00231 6.46784
C: 0.70558 0.13223 5.68819
C: 0.73652 0.23696 4.25257
C: -0.42991 0.43406 3.45129
C: -0.33136 0.51416 2.10356
N: 0.87648 0.37919 1.40803
C: 2.02691 0.21118 2.20764
C: 1.98466 0.14421 3.55282
H: -1.39176 0.24370 6.04418
H: -1.99046 0.06907 8.89404
H: -0.77943 -0.18153 11.05108
H: 1.67618 -0.35679 11.10405
H: 3.00666 -0.28808 8.99579
H: -1.41495 0.54981 3.89430
H: -1.22065 0.67825 1.50734
H: 2.96483 0.12697 1.67704
H: 2.89815 0.01943 4.12288

Computed properties:
Spin multiplicity   4
LUMO energy (spin up / spin down)   -0.684 / -0.712 eV
<S²>   3.79
E   -3123.59383 hartree
Largest force on an atom   2.018 eV Å⁻¹
Gap between HOMO and LUMO (spin up / spin down)   4.7 / 7.2 eV

Here are the Löwdin charges for atoms 1 to 2, given in e: number 1, V, carries 0.89; number 2, C, carries -0.07

***

Computed values of energy relative to the best compared isomer or geometry (same formula, charge and spin) (unit: kJ/mol) for the preceding records, in sequence: 0.0; 0.0; 0.0; 10.0.